# C69H151N7O13

10 unconnected molecules or ions with the total composition C69H151N7O13 at a distorted geometry (the ωB97M-V functional and the def2-TZVPD basis, the OMol25 dataset).

Atoms and positions in Å:
C: 7.45037 -0.42984 -3.79598
C: 6.80451 -1.11575 -2.48680
C: 7.72443 -0.78785 -1.27726
C: 5.40757 -0.48944 -2.27994
C: 4.33217 -1.00826 -3.21230
C: 4.23645 -2.53418 -3.05123
C: 5.61535 -3.23206 -3.41361
C: 5.44955 -4.69815 -2.86134
C: 5.80331 -3.34119 -4.95879
N: 6.75823 -2.57329 -2.68097
O: 8.02388 -3.27257 -2.87032
H: 8.42861 -0.88927 -3.93763
H: 6.95277 -0.73468 -4.71661
H: 7.56266 0.65295 -3.85129
H: 7.73239 0.29818 -1.18474
H: 7.41337 -1.15216 -0.29816
H: 8.76817 -1.00698 -1.50238
H: 5.00350 -0.56826 -1.27067
H: 5.50472 0.57945 -2.47000
H: 3.48159 -0.39256 -2.91982
H: 4.56891 -0.69763 -4.22992
H: 3.45270 -2.84256 -3.74314
H: 3.85921 -2.84153 -2.07587
H: 5.35121 -4.67149 -1.77611
H: 6.33785 -5.30258 -3.04488
H: 4.48181 -5.09440 -3.16883
H: 6.84331 -3.59423 -5.16485
H: 5.67316 -2.35627 -5.40723
H: 5.08442 -3.98310 -5.46795
H: 8.28930 -3.34986 -1.95099
C: -6.47000 -2.07933 -0.15689
C: -6.78375 -1.04280 0.93676
C: -8.30376 -0.90492 1.25572
C: -6.01147 -1.54688 2.20682
C: -5.77348 -0.46926 3.28362
C: -5.12859 0.75558 2.63361
C: -5.87278 1.31319 1.37048
C: -7.11097 2.09656 1.88016
C: -4.80197 2.36976 0.90219
N: -6.17795 0.17560 0.36985
O: -6.62117 0.68577 -0.90529
H: -6.87639 -3.08764 -0.07782
H: -6.94759 -1.68392 -1.05336
H: -5.39324 -2.08780 -0.32606
H: -8.68367 -0.42110 0.35589
H: -8.76422 -1.88870 1.16499
H: -8.42509 -0.49377 2.25788
H: -6.60529 -2.36421 2.61603
H: -5.03537 -1.99691 2.02573
H: -6.72143 -0.15275 3.71871
H: -5.19594 -0.78187 4.15358
H: -4.07616 0.51668 2.48060
H: -5.08028 1.55213 3.37609
H: -7.64154 1.64099 2.71626
H: -7.78633 2.31464 1.05287
H: -6.92868 3.08566 2.30035
H: -5.31976 3.00614 0.18454
H: -3.97493 1.92339 0.35006
H: -4.28785 2.98092 1.64399
H: -5.87825 0.57225 -1.50259
C: 2.18087 2.81571 -1.03433
C: 3.24005 3.36908 -0.07561
C: 4.45167 2.43617 -0.09049
C: 3.80922 4.71466 -0.68883
C: 3.06143 5.96090 -0.33807
C: 2.77659 6.10534 1.14599
C: 2.08284 4.87717 1.74101
C: 2.19050 5.02166 3.29684
C: 0.58521 4.83577 1.35605
N: 2.86294 3.64350 1.33679
O: 2.43310 2.51862 2.04324
H: 1.47476 3.59842 -1.31160
H: 2.65448 2.43720 -1.94016
H: 1.70355 1.94509 -0.58457
H: 5.30864 2.69933 0.52955
H: 4.18287 1.38560 0.01973
H: 4.86776 2.36028 -1.09509
H: 4.86475 4.88014 -0.47304
H: 3.67431 4.70636 -1.77042
H: 3.57438 6.81152 -0.78690
H: 2.09269 5.86042 -0.82750
H: 2.11958 6.97068 1.23327
H: 3.72111 6.38888 1.61032
H: 1.75241 4.22021 3.89170
H: 1.79512 5.98623 3.61522
H: 3.23870 4.98692 3.59375
H: 0.55311 4.58808 0.29505
H: 0.11113 5.81075 1.46910
H: -0.04950 4.21192 1.98538
H: 3.18939 2.31032 2.59661
C: 1.74124 -1.63737 -0.47050
C: 0.56640 -2.48373 -0.96068
C: 0.86586 -3.46159 -2.13253
C: 0.06778 -3.39277 0.17984
C: -0.78569 -2.63398 1.25828
C: -1.92203 -1.86680 0.58977
C: -1.45627 -0.85316 -0.55135
C: -2.68892 -0.65157 -1.45116
C: -1.02007 0.42069 0.21505
N: -0.49331 -1.58506 -1.50872
O: 0.15312 -0.57086 -2.35387
H: 2.24198 -1.21005 -1.33927
H: 1.45093 -0.79489 0.15723
H: 2.51174 -2.25268 -0.00595
H: 1.21042 -2.93965 -3.02526
H: 1.65563 -4.09296 -1.72543
H: -0.00655 -4.06855 -2.37457
H: -0.59892 -4.19461 -0.13745
H: 0.85685 -3.83043 0.79133
H: -1.21146 -3.25120 2.04939
H: -0.10557 -2.00939 1.83744
H: -2.36731 -1.40194 1.46940
H: -2.67581 -2.58084 0.25804
H: -2.98186 -1.55169 -1.99161
H: -2.53204 -0.05323 -2.34865
H: -3.56508 -0.23967 -0.95039
H: -1.86521 1.07741 0.42132
H: -0.35320 0.99523 -0.42782
H: -0.49684 0.19349 1.14387
H: 0.07766 -0.93535 -3.23877
C: -0.40746 1.77614 6.59420
C: -0.79218 0.92869 5.37711
C: -1.67258 1.83853 4.39458
C: 0.47698 0.42888 4.67458
C: 1.19200 -0.79214 5.35323
C: 0.17741 -1.96938 5.55276
C: -1.07247 -1.47342 6.39463
C: -2.04648 -2.72806 6.24524
C: -0.79009 -1.29576 7.86015
N: -1.61827 -0.25736 5.76391
O: -2.80054 0.12660 6.37011
H: -1.22125 1.94373 7.29972
H: 0.34886 1.38950 7.27727
H: 0.07940 2.73562 6.41967
H: -2.38127 2.51718 4.86923
H: -1.08989 2.50270 3.75626
H: -2.26736 1.24651 3.69899
H: 0.23628 -0.00261 3.70299
H: 1.10284 1.28350 4.41762
H: 1.95086 -1.16082 4.66308
H: 1.68643 -0.49026 6.27654
H: 0.65714 -2.71244 6.18980
H: -0.05169 -2.26539 4.52905
H: -2.89366 -2.60385 6.91974
H: -1.58968 -3.70661 6.39312
H: -2.42464 -2.78601 5.22458
H: -0.03580 -0.54704 8.10216
H: -0.25086 -2.13226 8.30465
H: -1.66269 -1.21368 8.50817
H: -3.44730 -0.45042 5.95737
C: 3.23238 -2.70657 3.18465
C: 4.26131 -3.72851 2.54439
C: 3.57890 -4.76140 1.61454
C: 5.26772 -2.87996 1.82095
C: 6.63108 -3.53341 1.53156
C: 7.20952 -4.05064 2.91677
C: 6.23280 -5.03787 3.67517
C: 6.33492 -6.36695 2.91115
C: 6.81299 -5.20549 5.07281
N: 4.87023 -4.53840 3.70545
O: 3.95886 -5.34445 4.47147
H: 3.11281 -1.83962 2.53488
H: 2.30481 -3.25152 3.35993
H: 3.64732 -2.41260 4.14876
H: 4.33456 -5.44916 1.23499
H: 2.77858 -5.29779 2.12433
H: 3.27448 -4.23774 0.70834
H: 4.90009 -2.39034 0.91916
H: 5.56187 -1.97978 2.36065
H: 6.56933 -4.31114 0.77036
H: 7.27106 -2.76031 1.10630
H: 7.37520 -3.20648 3.58611
H: 8.13663 -4.60982 2.79074
H: 5.67901 -7.12474 3.33968
H: 7.31513 -6.83703 2.83172
H: 6.00485 -6.35004 1.87246
H: 7.82906 -5.59959 5.05347
H: 6.18328 -5.85301 5.68296
H: 6.91065 -4.24556 5.57985
H: 3.90813 -4.90556 5.32376
C: -0.65267 5.69162 -2.36497
C: -1.75047 4.71764 -2.53747
C: -1.18532 3.38866 -3.11067
C: -2.23500 4.32440 -1.11264
C: -3.02133 5.48981 -0.51290
C: -4.25653 5.72359 -1.38610
C: -3.83627 6.09329 -2.86693
C: -5.07415 5.80460 -3.77425
C: -3.59963 7.62682 -2.91460
N: -2.79550 5.19572 -3.39881
O: -2.42907 5.49077 -4.72308
H: 0.07540 5.16212 -1.75046
H: -0.22735 5.90566 -3.34548
H: -0.91750 6.66598 -1.95438
H: -0.20456 3.06915 -2.75837
H: -1.80277 2.54548 -2.80096
H: -1.13901 3.40964 -4.19949
H: -2.82156 3.41069 -1.20847
H: -1.43382 4.00685 -0.44528
H: -3.17569 5.30923 0.55090
H: -2.41658 6.39395 -0.44297
H: -4.74218 6.56178 -0.88641
H: -4.93595 4.87919 -1.50222
H: -5.13804 4.72197 -3.88350
H: -4.98515 6.38116 -4.69499
H: -6.05861 6.13541 -3.44335
H: -2.74803 7.82696 -2.26435
H: -4.46460 8.14044 -2.49492
H: -3.37761 7.96984 -3.92511
H: -1.70266 6.10915 -4.61572
O: -5.36751 -0.06075 -3.70090
C: -4.75395 0.61100 -4.76944
C: -4.64190 2.07179 -4.24666
O: -3.97961 2.91471 -5.10619
H: -5.11704 -0.96708 -3.89439
H: -3.80689 0.16244 -5.06941
H: -5.49381 0.72244 -5.56208
H: -4.06384 2.01633 -3.32423
H: -5.61594 2.49764 -4.00582
H: -3.76631 3.74190 -4.66819
O: -7.17285 -3.56816 -4.78451
C: -6.52097 -3.79664 -3.52350
C: -4.99368 -3.84543 -3.73917
O: -4.52950 -2.61305 -4.28806
H: -8.10163 -3.80519 -4.73172
H: -6.81223 -2.96024 -2.88813
H: -6.99676 -4.71169 -3.17079
H: -4.80790 -4.58384 -4.51912
H: -4.43575 -4.09707 -2.83723
H: -4.88230 -2.48769 -5.17203
O: -1.20516 -2.59179 -7.64493
C: -1.78933 -1.96054 -6.56174
C: -0.96835 -2.13819 -5.29743
O: -0.09541 -1.02753 -5.20036
H: -0.26736 -2.40170 -7.72233
H: -1.85488 -0.89622 -6.78764
H: -2.75965 -2.42664 -6.39047
H: -0.39178 -3.05832 -5.39244
H: -1.62641 -2.16748 -4.42898
H: 0.49578 -1.19639 -5.93764

Properties
Relative energy (zero: lowest compared OMol25 entry of this formula, charge and spin), kcal/mol: 100.2
Molecular weight, g mol⁻¹: 1287.0
LUMO level, eV: 0.2392

# C18H27NO4

A single C18H27NO4 molecule at a distorted geometry (the ωB97M-V functional and the def2-TZVPD basis, the OMol25 dataset).

Atoms and positions in Å:
C: 0.73852 -0.40071 4.43013
O: 1.05244 -0.85733 3.13376
C: 0.14747 -0.78624 2.12593
O: -0.89501 -0.22492 2.17882
C: 0.35734 -1.27171 0.66308
C: 1.23824 -2.52906 0.73866
C: 0.62936 -3.85577 1.39109
C: -0.74506 -4.20910 0.80708
C: -0.86142 -4.36052 -0.74066
N: -2.18409 -4.57611 -1.32568
C: 0.84762 -0.04741 -0.25014
C: 1.78717 0.99735 0.36338
O: 2.96865 0.84791 0.46552
C: 1.18671 2.38073 0.51098
C: -0.09079 2.21952 -0.25234
C: -0.28618 0.85156 -0.76200
C: -1.08668 0.62526 -1.84237
C: -1.89232 1.67846 -2.44757
O: -2.68005 1.48817 -3.34349
C: -1.47446 3.18799 -2.15875
C: -0.13813 3.36858 -1.35460
C: -0.31768 4.79458 -0.69784
C: 1.05971 3.36228 -2.45669
H: 0.21794 0.60502 4.39853
H: -0.06499 -0.97672 4.88749
H: 1.66777 -0.15604 5.00306
H: -0.59948 -1.51142 0.16510
H: 2.17575 -2.25722 1.30015
H: 1.65494 -2.71314 -0.19379
H: 0.57035 -3.77791 2.46044
H: 1.30839 -4.71559 1.26425
H: -1.17144 -5.11030 1.29568
H: -1.34069 -3.39291 1.14450
H: -0.33032 -5.24189 -0.90530
H: -0.32204 -3.64580 -1.32529
H: -2.10859 -4.94174 -2.31879
H: -2.73552 -5.25965 -0.75264
H: 1.51145 -0.44008 -1.05056
H: 0.95293 2.63242 1.58075
H: 1.91615 3.13539 0.13681
H: -0.84258 2.48312 0.53805
H: -1.33672 -0.43686 -2.09025
H: -2.28606 3.77194 -1.65901
H: -1.26199 3.60103 -3.13570
H: -1.27575 5.07229 -0.31645
H: 0.00952 5.56201 -1.45434
H: 0.28824 4.83464 0.13097
H: 1.88501 2.80560 -2.07807
H: 0.81741 2.96410 -3.48932
H: 1.33900 4.42619 -2.71254

Properties
Relative energy (zero: lowest compared OMol25 entry of this formula, charge and spin), kcal/mol: 99.4
Molecular weight, g mol⁻¹: 321.4
LUMO level, eV: -0.1164

# C2H4N2OS2

A molecular structure, C2H4N2OS2 at a distorted geometry (the ωB97M-V functional and the def2-TZVPD basis, the OMol25 dataset).

Atoms and positions in Å:
C: -0.99755 -0.04458 -0.29283
C: -0.07282 1.11679 -0.01826
H: -0.48021 0.43184 2.48131
H: -1.51516 -1.71237 0.82320
H: -0.42157 2.11143 -0.32140
H: 3.29604 0.38287 1.25212
N: -1.02194 -0.76450 0.89003
N: 1.22270 1.09557 0.23560
O: -0.16328 -0.53286 1.92224
S: -1.78488 0.01776 -1.71769
S: 2.12514 -0.37411 0.11606

Properties
Relative energy (zero: lowest compared OMol25 entry of this formula, charge and spin), kcal/mol: 136.3
Molecular weight, g mol⁻¹: 136.2
LUMO level, eV: -0.4203

Question: What is the relative energy (zero: lowest compared OMol25 entry of this formula, charge and spin) in the first record?
Answer: 100.2 kcal/mol

Question: molecular weight of number 1 (C69H151N7O13)?
Answer: 1287.0 g mol⁻¹

Repeat the second record exactly.
# C18H27NO4

A single C18H27NO4 molecule at a distorted geometry (the ωB97M-V functional and the def2-TZVPD basis, the OMol25 dataset).

Atoms and positions in Å:
C: 0.73852 -0.40071 4.43013
O: 1.05244 -0.85733 3.13376
C: 0.14747 -0.78624 2.12593
O: -0.89501 -0.22492 2.17882
C: 0.35734 -1.27171 0.66308
C: 1.23824 -2.52906 0.73866
C: 0.62936 -3.85577 1.39109
C: -0.74506 -4.20910 0.80708
C: -0.86142 -4.36052 -0.74066
N: -2.18409 -4.57611 -1.32568
C: 0.84762 -0.04741 -0.25014
C: 1.78717 0.99735 0.36338
O: 2.96865 0.84791 0.46552
C: 1.18671 2.38073 0.51098
C: -0.09079 2.21952 -0.25234
C: -0.28618 0.85156 -0.76200
C: -1.08668 0.62526 -1.84237
C: -1.89232 1.67846 -2.44757
O: -2.68005 1.48817 -3.34349
C: -1.47446 3.18799 -2.15875
C: -0.13813 3.36858 -1.35460
C: -0.31768 4.79458 -0.69784
C: 1.05971 3.36228 -2.45669
H: 0.21794 0.60502 4.39853
H: -0.06499 -0.97672 4.88749
H: 1.66777 -0.15604 5.00306
H: -0.59948 -1.51142 0.16510
H: 2.17575 -2.25722 1.30015
H: 1.65494 -2.71314 -0.19379
H: 0.57035 -3.77791 2.46044
H: 1.30839 -4.71559 1.26425
H: -1.17144 -5.11030 1.29568
H: -1.34069 -3.39291 1.14450
H: -0.33032 -5.24189 -0.90530
H: -0.32204 -3.64580 -1.32529
H: -2.10859 -4.94174 -2.31879
H: -2.73552 -5.25965 -0.75264
H: 1.51145 -0.44008 -1.05056
H: 0.95293 2.63242 1.58075
H: 1.91615 3.13539 0.13681
H: -0.84258 2.48312 0.53805
H: -1.33672 -0.43686 -2.09025
H: -2.28606 3.77194 -1.65901
H: -1.26199 3.60103 -3.13570
H: -1.27575 5.07229 -0.31645
H: 0.00952 5.56201 -1.45434
H: 0.28824 4.83464 0.13097
H: 1.88501 2.80560 -2.07807
H: 0.81741 2.96410 -3.48932
H: 1.33900 4.42619 -2.71254

Properties
Relative energy (zero: lowest compared OMol25 entry of this formula, charge and spin), kcal/mol: 99.4
Molecular weight, g mol⁻¹: 321.4
LUMO level, eV: -0.1164

Question: Which value of molecular weight does entry 1 give?
Answer: 1287.0 g mol⁻¹